288
Properties=species:S:1:pos:R:3:lowdin_charge:R:1 method="wB97M-V/def2-TZVPD" total_charge=0 orbital_gap_ev=8.643 e_tot_ha=-5313.211748 smiles=COCCNCCOC.COCCNCCOC.COCCNCCOC.COCCNCCOC.COCCNCCOC.COCCNCCOC.COCCNCCOC.COCCNCCOC.COCCNCCOC.COCCNCCOC.COCCNCCOC.COCCNCCOC multiplicity=1
C -10.168 -18.540 -3.578 -0.095
H -15.875 -17.157 -21.372 0.093
O -4.295 -15.344 -10.929 -0.205
H -11.079 -3.630 -21.316 0.116
C -2.667 -1.720 -16.302 -0.091
H -4.151 -3.969 -15.216 0.124
H -7.960 -10.881 -27.196 0.115
H -7.923 -7.975 -19.756 0.079
H -14.470 -12.361 -16.166 0.076
H -0.179 -6.755 -10.766 0.081
N -5.493 -10.120 -28.538 -0.056
H 2.676 -13.663 -29.891 0.087
C -11.323 -17.066 -17.378 -0.157
H -5.211 -3.508 -13.108 0.116
H -3.167 -10.612 -22.996 0.125
C -4.044 -10.279 -28.821 -0.186
H -4.906 -2.408 -15.188 0.116
H -14.289 -4.904 -20.166 0.090
C -2.974 -16.460 -25.598 -0.237
H -8.707 -14.528 -4.753 0.115
H -16.065 -24.181 -17.088 0.084
H -17.084 -18.690 -11.213 0.121
C 0.602 -15.489 -27.998 -0.167
H -21.234 -16.358 -10.411 0.121
H -15.605 -6.601 -18.800 0.114
H -1.059 -17.010 -26.557 0.114
H -7.338 -19.479 -16.106 0.084
N -13.540 -5.108 -19.520 -0.093
H -5.173 -9.193 -32.729 0.076
H -10.469 -13.943 -7.211 0.111
H -9.507 -10.055 -19.569 0.115
H -15.045 -25.387 -16.204 0.086
O -10.934 -16.043 -8.961 -0.179
C -9.383 -16.364 -3.997 -0.263
H -3.643 -17.720 -11.521 0.113
H -11.660 -15.112 -24.039 0.123
C -1.845 -4.778 -10.838 -0.188
H -0.932 -4.431 -11.323 0.122
H -2.360 -3.671 -13.237 0.100
H -9.852 -10.381 -13.719 0.127
H -18.369 -4.701 -18.639 0.078
H -5.771 -14.864 -24.994 0.086
H -5.741 -9.159 -28.724 0.101
H -10.483 -14.725 -4.746 0.112
C -16.741 -27.591 -12.053 -0.205
H -3.319 -15.051 -12.771 0.120
C -4.066 -2.972 -14.783 -0.233
H -12.367 -16.812 -17.198 0.091
H -4.206 -2.132 -12.768 0.115
O -15.292 -27.329 -12.217 -0.198
C -14.459 -11.351 -16.577 -0.128
C -9.631 -10.849 -14.678 -0.236
H -20.973 -17.471 -9.029 0.106
H -3.205 -17.401 -25.098 0.117
N -4.360 -17.244 -13.509 -0.067
H 0.512 -11.089 -26.003 0.114
O -16.332 -4.729 -19.160 -0.226
H -19.367 -25.232 -13.855 0.115
H -8.873 -15.640 -9.146 0.122
H -1.240 -11.796 -24.752 0.109
H -10.667 -12.638 -19.619 0.100
H -12.173 -11.757 -22.889 0.101
H -18.023 -4.310 -20.201 0.088
H -17.737 -6.087 -19.607 0.088
H -8.013 -20.016 -14.574 0.081
H -1.751 -4.688 -9.755 0.114
H -10.736 -14.747 -17.140 0.107
H -7.474 -10.363 -25.648 0.107
H 0.809 -16.506 -27.665 0.110
O -4.186 -15.812 -25.949 -0.181
O -6.100 -19.203 -14.396 -0.202
C -14.836 -17.257 -21.686 -0.201
H -11.609 -4.677 -19.158 0.116
H -6.642 -17.279 -15.040 0.119
C 2.049 -13.861 -29.022 -0.165
H -21.603 -17.497 -6.997 0.081
H -10.258 -16.269 -6.486 0.100
H -6.148 -16.279 -12.790 0.116
C -3.854 -10.400 -30.357 -0.198
N -9.490 -15.618 -6.408 -0.055
O -7.848 -8.820 -26.869 -0.200
H -11.826 -12.736 -24.340 0.109
H -14.807 -28.341 -14.027 0.072
C -9.647 -14.193 -18.884 -0.192
H -10.577 -17.174 -10.650 0.085
H -15.518 -11.140 -16.718 0.084
H 0.784 -8.586 -24.280 0.114
H -18.482 -23.740 -13.564 0.107
H 3.036 -7.515 -26.912 0.086
H -5.522 -16.564 -24.618 0.079
C -13.050 -16.156 -22.745 -0.148
H -8.155 -12.007 -13.616 0.125
H -6.272 -7.620 -26.227 0.080
C -12.386 -4.229 -19.778 -0.185
C -2.013 -16.533 -26.779 -0.201
H -4.028 -4.381 -10.842 0.126
C -9.591 -14.560 -7.398 -0.203
C -17.686 -24.661 -15.180 -0.264
H -8.909 -12.278 -20.790 0.115
H -17.493 -25.625 -15.651 0.103
C -4.219 -3.091 -13.286 -0.214
C -7.089 -19.931 -15.146 -0.097
C -10.856 -14.919 -18.209 -0.191
H -6.325 -8.288 -20.406 0.082
C -7.322 -7.800 -25.997 -0.085
H -1.191 -6.957 -9.328 0.086
C -4.431 -13.957 -10.655 -0.112
H -13.684 -13.742 -22.504 0.094
H 2.687 -13.589 -28.181 0.085
H -8.471 -10.600 -18.327 0.100
H -11.866 -14.574 -18.429 0.123
H -9.468 -16.060 -2.953 0.119
C -15.658 -5.639 -18.291 -0.176
C -17.927 -18.319 -11.797 -0.180
H -19.272 -18.988 -10.377 0.114
H -4.618 -15.481 -23.782 0.084
H -12.028 -10.476 -16.835 0.107
C -12.666 -14.997 -23.636 -0.207
H -3.493 -13.429 -10.482 0.083
H -12.541 -12.498 -15.053 0.098
C -1.028 -10.762 -23.081 -0.268
H -11.975 -5.167 -21.586 0.117
C -1.924 -12.896 -20.999 -0.117
C -12.547 -12.542 -23.546 -0.204
C -5.832 -10.373 -27.142 -0.207
H -10.034 -14.331 -9.402 0.110
C -12.057 -4.112 -21.324 -0.253
H -14.906 -29.317 -12.565 0.078
O -17.607 -17.141 -12.576 -0.219
H -12.982 -17.048 -23.367 0.114
N -0.978 -10.857 -24.488 -0.054
H -2.460 -17.503 -12.869 0.119
H -12.052 -11.355 -13.866 0.114
H -14.099 -4.093 -17.826 0.106
O -7.460 -10.012 -20.146 -0.199
H -13.891 -10.093 -22.643 0.083
H -6.030 -9.345 -31.170 0.075
H -7.770 -12.620 -19.503 0.118
H -12.847 -4.291 -23.848 0.086
O 1.725 -15.172 -28.848 -0.197
C -13.865 -12.094 -24.343 -0.157
O 1.806 -8.978 -26.119 -0.173
H -5.750 -17.872 -12.109 0.119
H -13.517 -28.174 -12.921 0.083
H -1.733 -1.157 -16.318 0.082
H -2.090 -13.973 -20.996 0.088
C -2.343 -11.022 -22.411 -0.208
C -7.355 -10.119 -26.704 -0.206
H -3.452 -9.416 -28.512 0.115
O -13.050 -3.377 -21.989 -0.163
H -12.588 -3.168 -19.630 0.109
H -0.111 -8.527 -25.721 0.118
C -3.115 -4.062 -11.346 -0.222
H -2.494 -17.174 -27.517 0.115
H -13.352 -14.915 -24.480 0.110
O -21.798 -15.486 -7.889 -0.179
H -13.983 -11.289 -17.556 0.083
H 1.307 -7.097 -26.861 0.086
H -18.269 -24.037 -15.858 0.119
H -3.547 -11.148 -28.391 0.113
H -2.329 -15.636 -11.400 0.113
H -6.744 -9.538 -15.860 0.073
C -9.808 -15.206 -8.792 -0.222
H -12.277 -16.698 -10.314 0.091
N -1.828 -15.207 -27.378 -0.058
H -2.710 -14.990 -27.820 0.100
H -12.348 -16.263 -21.918 0.121
C -20.581 -16.613 -9.575 -0.189
C -18.417 -16.828 -13.759 -0.078
H -0.848 -12.721 -20.982 0.078
H -2.524 -15.954 -24.744 0.113
H -13.292 -2.590 -23.897 0.086
H -5.095 -13.403 -11.319 0.081
H -17.335 -27.185 -14.075 0.110
H -2.800 -10.617 -30.530 0.106
C -18.368 -24.802 -13.781 -0.195
N -17.494 -25.465 -12.817 -0.039
H -15.280 -9.960 -23.692 0.084
C -6.570 -17.867 -14.126 -0.221
H -0.290 -11.410 -22.608 0.106
C -7.082 -8.668 -19.720 -0.080
C -21.755 -16.434 -6.809 -0.084
H -20.574 -14.560 -9.236 0.124
H -17.015 -27.274 -11.046 0.117
H -9.204 -19.007 -3.780 0.085
O -10.327 -17.326 -4.306 -0.188
H -2.610 -2.527 -17.033 0.084
H -10.953 -19.221 -3.907 0.088
H -8.739 -13.891 -7.516 0.118
H -13.797 -11.287 -25.072 0.117
O -2.134 -6.179 -11.021 -0.200
H -3.400 -0.987 -16.637 0.080
H 1.241 -13.133 -29.094 0.084
H 1.118 -10.987 -24.406 0.107
N -10.445 -11.991 -15.060 -0.056
C -11.885 -11.641 -14.904 -0.178
N -12.730 -13.768 -22.835 -0.073
H -18.127 -19.094 -12.537 0.112
C -8.153 -11.302 -14.447 -0.190
H -6.664 -20.932 -15.226 0.088
H -6.330 -8.493 -14.520 0.087
H -10.231 -18.408 -2.498 0.083
H -7.943 -8.506 -15.192 0.075
H -5.287 -7.764 -31.688 0.082
C -12.685 -3.326 -23.369 -0.111
C -19.205 -18.078 -10.972 -0.243
H -10.775 -17.145 -16.438 0.085
C -15.532 -24.413 -16.166 -0.073
H -16.908 -28.657 -11.896 0.108
H -1.365 -7.986 -10.836 0.090
O -10.751 -16.324 -18.374 -0.186
H -17.987 -17.161 -14.703 0.077
H -8.369 -16.756 -4.076 0.117
H -4.390 -11.174 -30.907 0.118
H -13.515 -5.726 -17.554 0.106
H -7.628 -17.812 -13.870 0.108
O -7.393 -10.190 -13.978 -0.193
O -13.835 -10.355 -15.795 -0.201
H -12.015 -9.473 -15.452 0.111
C -5.710 -17.254 -13.006 -0.211
C -0.885 -15.317 -28.500 -0.194
C -8.571 -10.591 -19.413 -0.205
N -3.186 -4.032 -12.782 -0.052
H -18.866 -16.182 -10.559 0.096
H -7.440 -8.058 -24.944 0.081
C -9.532 -15.199 -4.992 -0.195
C -3.388 -17.154 -12.417 -0.196
C -3.294 -15.707 -11.901 -0.209
N -19.187 -16.977 -10.025 -0.043
H -0.925 -14.435 -29.139 0.107
H -18.575 -15.749 -13.778 0.082
C -12.375 -10.441 -15.802 -0.181
C -17.643 -26.933 -13.060 -0.198
C -7.109 -9.149 -14.910 -0.111
H -1.172 -16.101 -29.200 0.109
N -9.841 -12.743 -19.047 -0.078
C 2.124 -7.574 -26.319 -0.076
H 0.860 -14.845 -27.157 0.115
H -10.349 -12.147 -16.053 0.081
H -8.691 -14.287 -18.368 0.115
H -19.846 -15.299 -7.910 0.124
H -9.461 -14.687 -19.837 0.110
H -2.402 -10.541 -21.434 0.114
H -11.150 -15.579 -10.981 0.081
H -15.499 -10.395 -22.011 0.089
H -7.852 -11.680 -15.424 0.111
O -2.619 -12.385 -22.112 -0.199
H -5.615 -11.406 -26.871 0.107
C -5.010 -15.617 -24.790 -0.104
H -16.557 -25.183 -13.067 0.092
H -19.402 -17.293 -13.721 0.073
H -14.741 -23.664 -16.164 0.084
H -0.642 -9.792 -22.766 0.121
C -8.700 -12.102 -19.735 -0.196
H -4.926 -13.950 -9.683 0.082
C 0.382 -10.536 -25.072 -0.154
H -2.383 -12.471 -20.107 0.086
C -17.692 -5.012 -19.435 -0.101
H -16.127 -5.657 -17.308 0.118
H -6.676 -8.734 -18.711 0.074
H -9.769 -10.066 -15.423 0.099
O -3.959 -9.093 -31.007 -0.220
C -14.150 -5.117 -18.197 -0.191
C -14.592 -28.351 -12.958 -0.104
H -7.893 -6.877 -26.105 0.084
C -14.855 -10.546 -22.878 -0.137
H -14.746 -18.151 -22.303 0.085
H -22.787 -16.345 -6.470 0.091
H 2.300 -7.089 -25.359 0.085
C -5.212 -8.851 -31.694 -0.100
H -4.333 -18.056 -14.109 0.094
O -14.884 -11.854 -23.351 -0.203
H -21.064 -16.068 -6.050 0.089
H -5.150 -9.839 -26.479 0.098
O -16.411 -24.168 -15.043 -0.203
O -14.490 -16.117 -22.296 -0.175
H -14.153 -13.005 -24.867 0.103
H -14.253 -17.454 -20.786 0.084
O -2.839 -2.265 -14.973 -0.196
H -11.652 -3.052 -23.584 0.082
H -18.656 -27.265 -12.830 0.123
C 0.733 -9.046 -25.267 -0.290
C -20.652 -15.460 -8.626 -0.295
C -11.232 -16.394 -10.262 -0.138
C -1.183 -6.996 -10.418 -0.145
H -11.303 -18.124 -17.642 0.086
H -20.109 -18.038 -11.580 0.102
H -2.959 -3.049 -10.975 0.104